#w
Molecular formula: C5H9N2
Method: DFT, ωB97M-V/def2-TZVPD

Each line ends with the natural charge from an NBO analysis.
Positions of all 16 atoms, in Å:
C (-0.9231, 0.4189, 0.2958)  -0.21
C (-0.6017, -0.8929, -0.1045)  0.33
C (1.1114, 1.5561, 0.2105)  0.27
C (-1.7032, -1.8537, -0.4563)  -0.65
C (2.2436, 1.9946, 0.6165)  -0.38
N (-0.1583, 1.4885, 0.4232)  -0.40
N (0.6516, -1.2021, -0.6259)  -0.77
H (-1.9671, 0.3968, 0.5927)  0.24
H (-2.3500, -1.1582, -1.0566)  0.26
H (-1.2257, -2.6702, -0.9761)  0.24
H (-2.3081, -2.1918, 0.3258)  0.26
H (3.1491, 2.1035, 0.1674)  0.26
H (2.2205, 2.2428, 1.7010)  0.26
H (1.5130, -0.4342, -0.5746)  0.42
H (-0.6309, 2.3790, 0.2492)  0.45
H (0.9786, -2.1772, -0.7881)  0.43

Properties
SMILES	C=C=[NH+]/C=C(/C)N
multiplicity	1
charge	+1

#x
Molecular formula: C5H9N2
Method: DFT, ωB97M-V/def2-TZVPD

Each line ends with the natural charge from an NBO analysis.
Positions of all 16 atoms, in Å:
C (1.6916, 1.2422, 0.1379)  -0.43
C (0.6575, -0.8603, -0.3441)  -0.27
C (0.3701, 0.5312, -0.0387)  0.53
C (-0.1557, -2.0132, 0.1390)  -0.65
C (-0.8537, 1.2344, -0.1432)  -0.75
N (2.3126, -0.8565, -0.0624)  0.00
N (2.7334, 0.2523, 0.0874)  -0.04
H (1.8558, 2.0902, -0.5355)  0.30
H (1.7153, 1.7646, 1.0599)  0.30
H (0.2231, -0.6761, -1.3810)  0.34
H (0.0726, -2.4102, 1.1671)  0.27
H (0.0234, -2.8260, -0.6172)  0.26
H (-1.2414, -1.8612, 0.1430)  0.25
H (-0.8747, 2.1030, -0.8030)  0.30
H (-1.0763, 1.5045, 0.9270)  0.32
H (-1.6107, 0.5902, -0.5850)  0.26

Properties
multiplicity	1
charge	+1

Which is the most stable structure? #w is the most stable.

#w
Molecular formula: C5H9N2
Method: DFT, ωB97M-V/def2-TZVPD

Each line ends with the natural charge from an NBO analysis.
Positions of all 16 atoms, in Å:
C (2.2266, 0.1123, 0.1911)  0.62
C (-0.2134, 0.7806, 0.2933)  0.27
C (3.5966, 0.2320, -0.0805)  -0.75
C (-2.5049, 0.8794, -0.0717)  -0.41
C (-1.5380, -1.3668, 0.0537)  -0.46
N (1.0534, 0.2483, 0.2676)  -0.31
N (-1.2728, 0.0850, 0.1721)  -0.30
H (4.0770, 1.1122, 0.5315)  0.31
H (3.6446, 0.4638, -1.1899)  0.32
H (4.0475, -0.5684, 0.3536)  0.28
H (-2.6057, 0.6947, -1.1728)  0.22
H (-2.2034, 1.9077, 0.0235)  0.25
H (-3.4225, 0.6900, 0.3939)  0.24
H (-1.8971, -1.7784, -0.9385)  0.25
H (-2.3281, -1.4741, 0.8331)  0.24
H (-0.6599, -2.0183, 0.3399)  0.23

Properties
multiplicity	1
charge	+1

#x
Molecular formula: C5H9N2
Method: DFT, ωB97M-V/def2-TZVPD

Each line ends with the natural charge from an NBO analysis.
Positions of all 16 atoms, in Å:
C (-1.1398, -1.1226, -0.5499)  -0.36
C (0.0459, -1.6673, -0.1899)  -0.01
C (-1.5963, 0.0145, -0.1437)  0.13
C (-2.1218, 1.0931, 0.2538)  -0.44
C (0.9665, 0.6611, 0.2386)  0.11
N (1.9472, 1.0268, -0.6442)  -0.82
N (0.9269, -0.8427, 0.6009)  -0.59
H (-1.6907, -1.7960, -1.1640)  0.28
H (0.3900, -2.6252, -0.1563)  0.22
H (-1.7428, 1.9432, -0.2238)  0.23
H (-2.8494, 1.2776, 1.0752)  0.26
H (0.3826, 1.3909, 0.8998)  0.24
H (2.2884, 2.0122, -0.5040)  0.43
H (1.9732, 0.6683, -1.6665)  0.43
H (0.3567, -0.7544, 1.4558)  0.45
H (1.8634, -1.2795, 0.7183)  0.46

Properties
multiplicity	1
charge	+1

#y
Molecular formula: C5H9N2
Method: DFT, ωB97M-V/def2-TZVPD

Each line ends with the natural charge from an NBO analysis.
Positions of all 16 atoms, in Å:
C (1.9412, 0.2002, 0.2655)  -0.42
C (-1.6078, -0.6439, -0.2592)  0.00
C (0.8787, 0.8372, -0.4976)  -0.26
C (0.8579, -0.6769, -0.2786)  -0.05
C (-0.3515, 0.8459, 0.4706)  0.22
N (-1.6564, 0.7823, -0.0666)  -0.66
N (-0.2886, -0.7278, 0.5313)  -0.39
H (2.7561, -0.0551, -0.4090)  0.26
H (2.2555, 0.4881, 1.2623)  0.25
H (-2.5082, -1.1664, 0.3433)  0.21
H (-1.6121, -1.0898, -1.1690)  0.20
H (1.1075, 1.4911, -1.2650)  0.27
H (0.9505, -1.4895, -1.0554)  0.25
H (-0.4066, 1.1809, 1.4726)  0.22
H (-2.1639, 1.4993, -0.5353)  0.43
H (-0.1523, -1.4758, 1.1900)  0.45

Properties
SMILES	C1[C@H]2[C@@H]1[N@@H+]1CN[C@H]21
multiplicity	1
charge	+1

#z
Molecular formula: C5H9N2
Method: DFT, ωB97M-V/def2-TZVPD

Each line ends with the natural charge from an NBO analysis.
Positions of all 16 atoms, in Å:
C (-1.7884, -1.8859, -0.6164)  -0.60
C (-1.6607, -0.5266, 0.1304)  -0.45
C (-0.2701, 0.0045, 0.0611)  0.17
C (0.4607, 0.4314, -1.0004)  -0.06
N (1.6401, 0.9579, -0.5084)  -0.45
C (1.5661, 1.0270, 0.8183)  0.26
N (0.4504, 0.4008, 1.1800)  -0.46
H (-2.6647, -2.4023, -0.2275)  0.24
H (-0.8990, -2.4929, -0.4905)  0.22
H (-2.0170, -1.6812, -1.6585)  0.22
H (-2.2847, 0.1734, -0.4269)  0.25
H (-2.0411, -0.5468, 1.1479)  0.24
H (0.2474, 0.4290, -2.0542)  0.26
H (2.5256, 1.1018, -0.9763)  0.46
H (2.2182, 1.6295, 1.4286)  0.26
H (0.3223, 0.0770, 2.1285)  0.46

Properties
SMILES	CCc1c[nH]c[nH+]1
multiplicity	1
charge	+1

Which is the most stable structure? #z is the most stable.

#w
Molecular formula: C5H9N2
Method: DFT, ωB97M-V/def2-TZVPD

Each line ends with the natural charge from an NBO analysis.
Positions of all 16 atoms, in Å:
C (-2.6576, 2.4843, 1.0025)  0.18
C (0.2635, 1.3216, -0.6877)  0.63
C (-0.4044, -1.7043, 0.3979)  -0.62
C (1.5655, 0.0670, -1.4745)  -0.41
C (0.5776, -0.6524, 0.8494)  -0.19
N (-1.6815, 2.1401, 0.4847)  -0.38
N (0.7217, 0.3068, -0.2582)  -0.48
H (-3.6577, 2.7978, 1.3311)  0.27
H (-1.4602, -1.2343, 0.2251)  0.24
H (-0.0764, -2.1242, -0.4722)  0.22
H (-0.3624, -2.5095, 1.1177)  0.26
H (1.3063, -0.9830, -1.7732)  0.26
H (2.5098, 0.1926, -1.0328)  0.24
H (1.2645, 0.8735, -2.2343)  0.30
H (1.7016, -0.9906, 0.8927)  0.23
H (0.3899, 0.0145, 1.6318)  0.25

Properties
multiplicity	1
charge	+1

#x
Molecular formula: C5H9N2
Method: DFT, ωB97M-V/def2-TZVPD

Each line ends with the natural charge from an NBO analysis.
Positions of all 16 atoms, in Å:
C (0.5597, -2.3710, -1.0367)  -0.65
C (0.2460, -0.9182, -1.4015)  -0.44
C (-0.0777, 0.0056, -0.2318)  0.16
C (-0.9319, 1.0424, -0.3269)  -0.05
N (-0.7293, 1.7125, 0.7419)  -0.45
C (0.1099, 1.0612, 1.6338)  0.21
N (0.5500, -0.0297, 0.9887)  -0.47
H (0.1212, -3.0845, -0.2363)  0.25
H (1.5742, -2.2806, -0.7428)  0.19
H (0.5042, -2.9253, -2.0079)  0.25
H (1.0886, -0.4819, -1.9370)  0.25
H (-0.7255, -1.0109, -1.8976)  0.25
H (-1.6644, 1.2882, -1.2206)  0.28
H (-0.8298, 2.7228, 0.7261)  0.46
H (0.4703, 1.7644, 2.4953)  0.28
H (1.2810, -0.6921, 0.8861)  0.48

Properties
SMILES	CCc1c[nH]c[nH+]1
multiplicity	1
charge	+1

Which is the most stable structure? #x is the most stable.